one) Formula: C4H10O
Source: the Open Molecules 2025 dataset
Level of theory: ωB97M-V/def2-TZVPD

The geometry in XYZ format:
```
15
Properties=species:S:1:pos:R:3
C 0.070 1.367 0.605
C 0.112 0.119 -0.077
C 1.395 -0.662 -0.124
C -0.894 -0.176 -1.155
O -0.682 -0.774 1.455
H -0.648 2.108 0.258
H -0.500 0.465 1.507
H 1.009 1.765 0.984
H 1.955 -0.537 0.805
H 1.215 -1.726 -0.291
H 2.005 -0.273 -0.950
H -0.518 0.243 -2.097
H -1.041 -1.251 -1.295
H -1.855 0.300 -0.942
H -1.624 -0.967 1.316
```

Computed properties:
HOMO: -8.37 eV
Frontier orbital gap: 9.25 eV

two) Formula: C4H10O
Source: the Open Molecules 2025 dataset
Level of theory: ωB97M-V/def2-TZVPD

The geometry in XYZ format:
```
15
Properties=species:S:1:pos:R:3
C -2.199 0.425 0.484
C -1.153 -0.416 -0.243
C 0.241 0.145 -0.021
O 1.196 -0.716 -0.589
C 2.507 -0.301 -0.315
H -2.139 1.476 0.174
H -3.216 0.079 0.275
H -2.049 0.391 1.570
H -1.363 -0.444 -1.319
H -1.176 -1.454 0.110
H 0.436 0.257 1.063
H 0.314 1.153 -0.467
H 2.755 0.651 -0.815
H 2.665 -0.165 0.768
H 3.181 -1.081 -0.677
```

Computed properties:
HOMO: -9.83 eV
Frontier orbital gap: 11.00 eV

Most stable to least stable: two), one)

one) Formula: C4H10O
Source: the Open Molecules 2025 dataset
Level of theory: ωB97M-V/def2-TZVPD

The geometry in XYZ format:
```
15
Properties=species:S:1:pos:R:3
C 2.060 -0.375 -0.474
O 0.727 -0.818 -0.521
C -0.244 0.155 -0.384
C -1.564 -0.410 -0.846
C -0.506 0.635 1.400
H 2.702 -1.256 -0.585
H 2.274 0.101 0.492
H 2.268 0.338 -1.282
H -0.022 1.167 -0.121
H -1.802 -1.269 -0.200
H -1.585 -0.780 -1.882
H -2.342 0.344 -0.736
H -1.496 1.100 1.541
H 0.230 1.308 1.905
H -0.444 -0.352 1.818
```

Computed properties:
HOMO: -8.23 eV
Frontier orbital gap: 9.37 eV

two) Formula: C4H10O
Source: the Open Molecules 2025 dataset
Level of theory: ωB97M-V/def2-TZVPD

The geometry in XYZ format:
```
15
Properties=species:S:1:pos:R:3
C -2.319 2.703 0.828
C -1.793 3.247 1.920
H -2.180 3.198 -0.140
H -2.859 1.763 0.778
H -1.378 4.250 1.971
H -1.742 2.760 2.888
C 1.915 -1.827 -1.579
C 0.668 -2.160 -0.805
O 0.998 -2.364 0.604
H 2.747 -2.467 -1.295
H 1.946 -1.580 -2.652
H 2.054 -0.758 -1.325
H 0.188 -3.108 -1.071
H -0.180 -1.468 -0.804
H 1.936 -2.189 0.682
```

Computed properties:
HOMO: -10.10 eV
Frontier orbital gap: 11.06 eV

three) Formula: C4H10O
Source: the Open Molecules 2025 dataset
Level of theory: ωB97M-V/def2-TZVPD

The geometry in XYZ format:
```
15
Properties=species:S:1:pos:R:3
C 2.029 0.065 -0.179
C 0.659 -0.556 0.097
C -0.549 0.373 -0.027
C -1.845 -0.424 -0.192
O -0.548 1.174 1.151
H 2.243 0.903 0.492
H 2.108 0.424 -1.212
H 2.816 -0.685 -0.035
H 0.511 -1.410 -0.574
H 0.637 -0.947 1.122
H -0.453 1.015 -0.917
H -1.835 -0.968 -1.145
H -1.963 -1.153 0.618
H -2.728 0.227 -0.198
H -1.082 1.962 0.999
```

Computed properties:
HOMO: -10.25 eV
Frontier orbital gap: 11.26 eV

Most stable to least stable: three), two), one)

one) Formula: C4H10O
Source: the Open Molecules 2025 dataset
Level of theory: ωB97M-V/def2-TZVPD

The geometry in XYZ format:
```
15
Properties=species:S:1:pos:R:3
C -1.966 -0.751 -0.171
C -1.345 0.685 0.162
C 0.115 0.800 -0.156
C 0.987 -0.392 0.288
O 2.291 -0.300 -0.247
H -2.296 -0.908 -1.256
H -2.929 -0.809 0.370
H -1.450 -1.576 0.303
H -1.559 0.682 1.190
H -2.047 1.496 -0.172
H 0.151 1.078 -1.260
H 0.612 1.762 0.292
H 1.150 -0.462 1.466
H 0.549 -1.425 0.082
H 2.745 0.512 0.229
```

Computed properties:
HOMO: -10.22 eV
Frontier orbital gap: 11.17 eV

two) Formula: C4H10O
Source: the Open Molecules 2025 dataset
Level of theory: ωB97M-V/def2-TZVPD

The geometry in XYZ format:
```
15
Properties=species:S:1:pos:R:3
C 1.865 -0.092 0.082
C 0.670 -0.449 -0.806
C -0.608 0.387 -0.557
C -1.669 -0.421 0.187
O -0.261 1.556 0.176
H 1.609 -0.120 1.145
H 2.243 0.911 -0.139
H 2.672 -0.812 -0.092
H 0.967 -0.350 -1.859
H 0.416 -1.507 -0.652
H -1.026 0.685 -1.533
H -1.916 -1.335 -0.364
H -1.304 -0.701 1.181
H -2.598 0.151 0.307
H -1.082 2.024 0.377
```

Computed properties:
HOMO: -10.11 eV
Frontier orbital gap: 11.07 eV

Most stable to least stable: two), one)

one) Formula: C4H10O
Source: the Open Molecules 2025 dataset
Level of theory: ωB97M-V/def2-TZVPD

The geometry in XYZ format:
```
15
Properties=species:S:1:pos:R:3
C 2.007 0.112 -0.201
C 0.672 -0.629 -0.196
C -0.519 0.311 -0.352
C -1.864 -0.410 -0.237
O -0.392 1.299 0.664
H 2.021 0.859 0.597
H 2.166 0.635 -1.151
H 2.844 -0.576 -0.048
H 0.638 -1.375 -1.001
H 0.558 -1.176 0.750
H -0.453 0.792 -1.343
H -2.142 -0.914 -1.169
H -1.844 -1.154 0.567
H -2.654 0.312 -0.001
H -1.036 1.992 0.480
```

Computed properties:
HOMO: -10.27 eV
Frontier orbital gap: 11.27 eV

two) Formula: C4H10O
Source: the Open Molecules 2025 dataset
Level of theory: ωB97M-V/def2-TZVPD

The geometry in XYZ format:
```
15
Properties=species:S:1:pos:R:3
C -2.314 0.463 -0.420
C -2.690 -0.647 0.199
H -1.759 1.250 0.076
H -2.855 0.838 -1.285
H -2.258 -0.912 1.156
H -3.624 -1.157 0.014
C 1.656 0.600 -0.653
C 2.066 -0.095 0.623
O 1.623 -1.446 0.687
H 0.595 0.424 -0.861
H 1.798 1.678 -0.610
H 2.198 0.180 -1.500
H 1.684 0.426 1.509
H 3.151 -0.119 0.729
H 0.728 -1.483 0.335
```

Computed properties:
HOMO: -10.19 eV
Frontier orbital gap: 11.22 eV

three) Formula: C4H10O
Source: the Open Molecules 2025 dataset
Level of theory: ωB97M-V/def2-TZVPD

The geometry in XYZ format:
```
15
Properties=species:S:1:pos:R:3
C -2.084 0.288 0.581
C -1.085 -0.411 -0.325
C 0.260 -0.055 0.195
O 1.293 -0.723 -0.510
C 2.572 -0.094 -0.526
H -1.795 1.301 0.897
H -2.847 0.476 -0.220
H -2.566 -0.298 1.372
H -1.372 -0.084 -1.328
H -1.218 -1.499 -0.276
H -0.444 -0.081 1.473
H 0.525 0.996 0.276
H 3.254 -0.702 -1.136
H 2.537 0.918 -0.964
H 2.970 -0.032 0.490
```

Computed properties:
HOMO: -9.07 eV
Frontier orbital gap: 10.20 eV

Most stable to least stable: one), two), three)

one) Formula: C4H8S3
Source: the Open Molecules 2025 dataset
Level of theory: ωB97M-V/def2-TZVPD

The geometry in XYZ format:
```
15
Properties=species:S:1:pos:R:3
C -1.685 -0.812 -1.063
C 0.229 -0.814 0.387
C 0.167 1.690 -0.356
C 0.900 0.493 0.325
S -0.073 -1.727 1.794
S 1.750 1.041 1.784
S 1.551 -0.767 -0.713
H -2.248 -1.607 -0.647
H -1.154 -0.997 -1.961
H -0.373 1.367 -1.327
H 0.958 2.398 -0.720
H -0.505 2.140 0.401
H -0.393 -2.899 1.142
H 2.730 0.185 1.673
H -1.854 0.309 -0.718
```

Computed properties:
HOMO (alpha / beta): -7.84 / -7.66 eV
Frontier orbital gap (alpha / beta): 7.86 / 7.81 eV

two) Formula: C4H8S3
Source: the Open Molecules 2025 dataset
Level of theory: ωB97M-V/def2-TZVPD

The geometry in XYZ format:
```
15
Properties=species:S:1:pos:R:3
C 1.444 0.840 -0.285
C 0.057 0.235 -0.839
C -0.349 -0.831 0.115
C -0.567 -0.642 1.549
S 2.376 -0.609 0.225
S -1.331 1.486 -0.953
S -0.899 -2.301 -0.588
H 1.829 1.493 -1.190
H 1.178 1.653 0.537
H 0.260 -0.314 -1.707
H -0.300 0.360 1.933
H -0.303 -1.550 2.020
H -1.719 -0.506 1.561
H -0.691 2.568 -0.446
H -0.984 -1.880 -1.932
```

Computed properties:
HOMO (alpha / beta): -7.55 / -7.76 eV
Frontier orbital gap (alpha / beta): 6.19 / 6.53 eV

Most stable to least stable: two), one)

one) Formula: C5H7PS
Source: the Open Molecules 2025 dataset
Level of theory: ωB97M-V/def2-TZVPD

The geometry in XYZ format:
```
14
Properties=species:S:1:pos:R:3
H 0.705 1.461 -3.036
P -0.626 1.312 -2.982
C -0.389 0.664 -1.466
C -1.175 -0.146 -0.637
C -1.083 -0.360 0.673
C 0.083 -0.237 1.532
C 1.352 -0.415 0.767
S 1.470 0.941 -0.530
H -2.149 -0.432 -1.006
H -1.939 -0.682 1.122
H 0.156 0.632 2.132
H -0.051 -1.100 2.085
H 2.333 -0.299 1.259
H 1.314 -1.338 0.087
```

Computed properties:
HOMO (alpha / beta): -8.26 / -8.26 eV
Frontier orbital gap (alpha / beta): 7.85 / 7.85 eV

two) Formula: C5H7PS
Source: the Open Molecules 2025 dataset
Level of theory: ωB97M-V/def2-TZVPD

The geometry in XYZ format:
```
14
Properties=species:S:1:pos:R:3
C 2.218 0.280 0.249
C 0.974 0.031 0.896
C 2.604 -0.750 -0.512
C 0.464 -1.167 0.597
C -2.972 1.377 -1.090
P -1.022 -2.052 1.162
S 1.554 -2.074 -0.389
H 2.671 1.209 0.454
H 0.493 0.808 1.449
H 3.478 -0.723 -1.092
H -2.830 2.447 -1.249
H -3.319 0.911 -0.134
H -2.695 0.658 -1.825
H -1.620 -0.954 1.484
```

Computed properties:
HOMO (alpha / beta): -7.81 / -8.89 eV
Frontier orbital gap (alpha / beta): 7.88 / 7.71 eV

three) Formula: C5H7PS
Source: the Open Molecules 2025 dataset
Level of theory: ωB97M-V/def2-TZVPD

The geometry in XYZ format:
```
14
Properties=species:S:1:pos:R:3
C 1.938 0.811 -0.377
C 0.559 0.338 -0.072
C -0.538 1.063 0.346
P -1.966 -0.147 0.469
S -3.639 0.340 -0.532
C -0.910 -1.563 0.113
C 0.289 -1.067 -0.316
H 2.132 0.857 -1.471
H 2.788 0.176 -0.116
H 2.282 1.742 -0.091
H -0.598 2.138 0.730
H -2.189 -0.331 1.754
H -1.314 -2.693 0.074
H 1.167 -1.662 -0.512
```

Computed properties:
HOMO: -8.48 eV
Frontier orbital gap: 8.02 eV

Most stable to least stable: three), one), two)